1.
Computed, not measured: 2 unconnected molecules or ions with the total composition C3H9NO3 at a distorted geometry, with ωB97M-V/def2-TZVPD.

- max |F| (eV Å⁻¹) = 5.871
- spin multiplicity = 1
- E_LUMO (Ha) = 0.0190
- SMILES = CC(=O)NCO.O
- highest occupied orbital energy (eV) = -9.59
- energy relative to the best compared isomer or geometry (same formula, charge and spin) (kcal per mole) = 80.1
- orbital gap (Ha) = 0.371

Positions of all 16 atoms, in Å:
C1 -2.54 -0.52 0.71
C2 -1.81 -0.33 -0.58
O1 -2.26 0.50 -1.45
N1 -0.58 -0.89 -0.94
C3 0.51 -1.08 -0.04
O2 1.37 0.12 0.07
H1 -3.07 -1.55 0.71
H2 -1.79 -0.56 1.44
H3 -3.09 0.44 0.90
H4 -0.24 -0.61 -1.83
H5 0.03 -1.40 0.98
H6 0.94 -2.01 -0.32
H7 1.97 0.89 0.29
O3 3.59 2.34 0.44
H8 3.32 1.63 -0.12
H9 3.63 3.01 -0.27

So, what does the natural (NBO) scheme give us? The charges, in e, come out as:
1 C -0.715
2 C 0.675
3 O -0.613
4 N -0.634
5 C 0.150
6 O -0.926
7 H 0.250
8 H 0.220
9 H 0.264
10 H 0.405
11 H 0.165
12 H 0.185
13 H 0.564
14 O -0.906
15 H 0.444
16 H 0.473

---

2.
Computed, not measured: 2 unconnected molecules or ions with the total composition C3H9NO3 at a distorted geometry, with ωB97M-V/def2-TZVPD.

- max |F| (eV Å⁻¹) = 2.431
- spin multiplicity = 2
- E_LUMO (spin up / spin down) (Ha) = -0.1418 / -0.3320
- highest occupied orbital energy (spin up / spin down) (eV) = -14.50 / -14.49
- energy relative to the best compared isomer or geometry (same formula, charge and spin) (kcal per mole) = 10.9
- orbital gap (spin up / spin down) (Ha) = 0.391 / 0.201
- ⟨S²⟩ = 0.754
- charge = +1

Positions of all 16 atoms, in Å:
C1 -1.56 0.37 0.48
C2 -0.29 1.18 0.37
C3 1.03 0.48 0.68
O1 1.02 0.13 2.00
O2 1.96 0.43 -0.04
N1 -1.54 -0.95 0.00
H1 -2.29 0.84 -0.22
H2 -2.07 0.47 1.44
H3 -0.37 2.12 0.92
H4 -0.21 1.50 -0.67
H5 1.57 -0.66 2.15
H6 -2.25 -1.56 0.40
H7 -0.63 -1.42 -0.11
H8 2.16 -1.33 -1.82
H9 1.77 -0.33 -2.92
O3 1.70 -1.27 -2.67

So, what does the natural (NBO) scheme give us? The charges, in e, come out as:
1 C -0.295
2 C -0.549
3 C 0.771
4 O -0.696
5 O -0.510
6 N -0.274
7 H 0.326
8 H 0.304
9 H 0.291
10 H 0.261
11 H 0.513
12 H 0.426
13 H 0.428
14 H 0.472
15 H 0.477
16 O -0.945

---

3.
Computed, not measured: 2 unconnected molecules or ions with the total composition C3H9NO3 at a distorted geometry, with ωB97M-V/def2-TZVPD.

- max |F| (eV Å⁻¹) = 6.097
- spin multiplicity = 2
- E_LUMO (spin up / spin down) (Ha) = -0.2470 / -0.3654
- highest occupied orbital energy (spin up / spin down) (eV) = -14.49 / -14.49
- energy relative to the best compared isomer or geometry (same formula, charge and spin) (kcal per mole) = 80.8
- orbital gap (spin up / spin down) (Ha) = 0.286 / 0.167
- ⟨S²⟩ = 0.760
- charge = +1

Positions of all 16 atoms, in Å:
O1 -0.34 -1.60 -0.11
C1 0.04 -0.43 0.11
C2 -0.65 0.73 0.76
C3 -0.16 2.13 0.39
O2 1.29 2.28 0.51
N1 -2.09 0.60 0.63
H1 1.19 -0.63 0.20
H2 -0.35 0.63 1.93
H3 -0.79 2.83 0.93
H4 -0.34 2.27 -0.69
H5 1.34 1.92 1.42
H6 -2.11 -0.32 0.33
H7 -2.42 0.98 -0.27
H8 2.01 -4.48 -2.38
H9 1.26 -3.22 -1.93
O3 2.10 -3.71 -1.82

So, what does the natural (NBO) scheme give us? The charges, in e, come out as:
1 O -0.143
2 C 0.413
3 C -0.190
4 C -0.094
5 O -0.644
6 N -0.647
7 H 0.348
8 H 0.311
9 H 0.234
10 H 0.210
11 H 0.457
12 H 0.355
13 H 0.386
14 H 0.483
15 H 0.453
16 O -0.934

---

4.
Computed, not measured: 2 unconnected molecules or ions with the total composition C3H9NO3S at a distorted geometry, with ωB97M-V/def2-TZVPD.

- max |F| (eV Å⁻¹) = 3.664
- spin multiplicity = 1
- E_LUMO (Ha) = 0.0104
- SMILES = N[C@H](CS)C(=O)O.O
- highest occupied orbital energy (eV) = -8.72
- energy relative to the best compared isomer or geometry (same formula, charge and spin) (kcal per mole) = 38.2
- orbital gap (Ha) = 0.331

Positions of all 17 atoms, in Å:
N1 1.14 -0.43 -0.04
C1 -0.15 0.22 0.19
C2 -1.20 -0.62 1.08
S1 -0.45 -1.15 2.78
C3 -0.81 0.44 -1.18
O1 -1.98 0.35 -1.39
O2 0.12 0.91 -2.07
H1 1.21 -1.46 0.10
H2 1.78 -0.09 -0.75
H3 0.02 1.23 0.73
H4 -1.29 -1.53 0.45
H5 -2.11 -0.04 1.30
H6 -0.49 0.08 3.14
H7 -0.13 1.37 -2.81
O3 2.87 1.10 -1.87
H8 2.60 0.89 -2.76
H9 2.51 1.89 -1.48

So, what does the natural (NBO) scheme give us? The charges, in e, come out as:
1 N -0.899
2 C -0.151
3 C -0.469
4 S -0.052
5 C 0.790
6 O -0.565
7 O -0.729
8 H 0.376
9 H 0.419
10 H 0.202
11 H 0.223
12 H 0.238
13 H 0.103
14 H 0.495
15 O -0.956
16 H 0.486
17 H 0.489

---

5.
Computed, not measured: 2 unconnected molecules or ions with the total composition C3H9NO4 at a distorted geometry, with ωB97M-V/def2-TZVPD.

- max |F| (eV Å⁻¹) = 6.333
- spin multiplicity = 1
- E_LUMO (Ha) = 0.0111
- SMILES = N[C@@H](CO)C(=O)O.O
- highest occupied orbital energy (eV) = -9.88
- energy relative to the best compared isomer or geometry (same formula, charge and spin) (kcal per mole) = 43.7
- orbital gap (Ha) = 0.374

Positions of all 17 atoms, in Å:
N1 -1.02 -0.81 0.97
C1 -0.41 0.52 1.03
C2 0.92 0.76 0.42
O1 1.52 -0.23 -0.40
C3 -1.52 1.29 0.40
O2 -2.01 2.28 0.97
O3 -1.50 1.27 -0.98
H1 -1.00 -1.32 0.12
H2 -0.77 -1.31 1.77
H3 -0.38 0.81 2.08
H4 1.67 0.92 1.19
H5 0.91 1.71 -0.29
H6 1.51 -1.08 0.01
H7 -2.23 1.90 -1.37
O4 1.38 -2.60 -2.18
H8 0.75 -2.16 -1.72
H9 2.19 -1.95 -2.04

So, what does the natural (NBO) scheme give us? The charges, in e, come out as:
1 N -0.832
2 C -0.201
3 C -0.079
4 O -0.729
5 C 0.799
6 O -0.589
7 O -0.712
8 H 0.377
9 H 0.370
10 H 0.234
11 H 0.176
12 H 0.209
13 H 0.464
14 H 0.510
15 O -0.926
16 H 0.453
17 H 0.475

---

6.
Computed, not measured: a molecular structure, C3H9NO5S3 at a distorted geometry, with ωB97M-V/def2-TZVPD.

- max |F| (eV Å⁻¹) = 4.691
- spin multiplicity = 1
- E_LUMO (spin up / spin down) (Ha) = -0.0330 / -0.0330
- highest occupied orbital energy (spin up / spin down) (eV) = -8.50 / -8.50
- energy relative to the best compared isomer or geometry (same formula, charge and spin) (kcal per mole) = 41.2
- orbital gap (spin up / spin down) (Ha) = 0.279 / 0.279

Positions of all 21 atoms, in Å:
C1 1.25 1.08 1.62
C2 -0.03 -0.72 2.69
C3 -0.34 -1.46 -2.68
N1 -0.06 0.54 1.94
O1 1.88 0.75 -2.63
O2 -0.42 -0.22 -0.49
O3 -2.11 0.45 -2.32
O4 -1.12 1.94 0.11
O5 -2.32 0.05 1.07
S1 0.67 1.53 -3.01
S2 -0.68 0.23 -2.11
S3 -1.11 0.61 0.64
H1 1.63 1.59 2.49
H2 2.07 0.26 1.54
H3 1.41 1.65 0.79
H4 0.44 -0.48 3.69
H5 -1.09 -1.14 2.87
H6 0.56 -1.36 2.15
H7 -1.20 -2.13 -2.66
H8 0.04 -1.42 -3.69
H9 0.52 -1.76 -1.99

So, what does the natural (NBO) scheme give us? The charges, in e, come out as:
1 C -0.431
2 C -0.416
3 C -0.822
4 N -0.646
5 O -0.966
6 O -0.926
7 O -0.869
8 O -0.944
9 O -0.908
10 S 0.691
11 S 1.650
12 S 2.523
13 H 0.209
14 H 0.178
15 H 0.239
16 H 0.213
17 H 0.245
18 H 0.184
19 H 0.272
20 H 0.259
21 H 0.265

---

7.
Computed, not measured: 2 unconnected molecules or ions with the total composition C3H9NO6P2 at a distorted geometry, with ωB97M-V/def2-TZVPD.

- max |F| (eV Å⁻¹) = 5.493
- spin multiplicity = 1
- E_LUMO (Ha) = 0.2323
- highest occupied orbital energy (eV) = 0.20
- energy relative to the best compared isomer or geometry (same formula, charge and spin) (kcal per mole) = 50.1
- orbital gap (Ha) = 0.225
- charge = -2

Positions of all 21 atoms, in Å:
C1 -1.97 1.65 1.57
C2 1.06 -1.82 -0.68
C3 1.24 -0.71 0.20
N1 0.58 -1.57 -2.05
O1 -3.40 0.15 -0.32
O2 2.12 1.79 0.72
O3 3.66 0.18 -0.62
O4 -1.37 1.25 -1.30
O5 1.51 1.33 -1.78
O6 0.98 -0.64 1.36
P1 -1.92 0.29 -0.01
P2 2.24 0.65 -0.58
H1 -1.06 2.06 2.03
H2 -2.42 2.52 1.22
H3 -2.64 1.12 2.31
H4 1.99 -2.30 -0.65
H5 0.27 -2.59 -0.36
H6 -0.37 1.14 -1.39
H7 0.79 -0.62 -2.21
H8 -0.54 -1.56 -2.07
H9 1.21 2.10 0.78

So, what does the natural (NBO) scheme give us? The charges, in e, come out as:
1 C -1.017
2 C -0.353
3 C 0.239
4 N -0.848
5 O -1.227
6 O -1.019
7 O -1.151
8 O -1.077
9 O -1.171
10 O -0.532
11 P 1.284
12 P 2.197
13 H 0.176
14 H 0.183
15 H 0.186
16 H 0.205
17 H 0.194
18 H 0.501
19 H 0.379
20 H 0.366
21 H 0.484

---

8.
Computed, not measured: 4 unconnected molecules or ions with the total composition C3H9NOS at a distorted geometry, with ωB97M-V/def2-TZVPD.

- max |F| (eV Å⁻¹) = 4.935
- spin multiplicity = 1
- E_LUMO (Ha) = -0.1393
- highest occupied orbital energy (eV) = -10.10
- energy relative to the best compared isomer or geometry (same formula, charge and spin) (kcal per mole) = 183.9
- orbital gap (Ha) = 0.232

Positions of all 15 atoms, in Å:
C1 -1.97 1.93 -0.67
C2 -3.22 1.65 -0.48
S1 3.69 0.52 0.10
N1 0.43 -0.37 1.25
C3 1.24 -1.27 0.81
O1 -3.24 -2.39 -0.95
H1 -1.44 2.50 -1.28
H2 -1.28 1.45 -0.05
H3 -3.54 0.78 0.12
H4 -3.96 2.28 -0.76
H5 0.87 0.48 1.44
H6 -3.37 -3.27 -0.54
H7 2.24 -1.01 0.68
H8 0.96 -2.27 0.41
H9 -3.03 -1.40 -0.65

So, what does the natural (NBO) scheme give us? The charges, in e, come out as:
1 C -0.366
2 C -0.368
3 S -0.103
4 N -0.548
5 C -0.002
6 O -1.058
7 H 0.188
8 H 0.181
9 H 0.180
10 H 0.184
11 H 0.347
12 H 0.519
13 H 0.107
14 H 0.200
15 H 0.538

---

9.
Computed, not measured: a single C3H9NOS molecule at a distorted geometry, with ωB97M-V/def2-TZVPD.

- max |F| (eV Å⁻¹) = 4.955
- spin multiplicity = 1
- E_LUMO (Ha) = 0.0213
- SMILES = N[C@H](CO)CS
- highest occupied orbital energy (eV) = -8.51
- energy relative to the best compared isomer or geometry (same formula, charge and spin) (kcal per mole) = 68.0
- orbital gap (Ha) = 0.334

Positions of all 15 atoms, in Å:
N1 0.45 -0.67 1.63
C1 0.60 0.23 0.43
C2 0.26 1.72 0.84
O1 -1.03 1.98 0.35
C3 -0.44 -0.08 -0.75
S1 0.17 -1.60 -1.49
H1 -0.37 -0.98 1.96
H2 0.69 -0.21 2.57
H3 1.61 0.09 0.27
H4 0.99 2.33 0.26
H5 0.32 1.66 2.01
H6 -1.49 2.03 1.25
H7 -0.68 0.76 -1.38
H8 -1.51 -0.36 -0.25
H9 0.38 -2.00 -0.27

So, what does the natural (NBO) scheme give us? The charges, in e, come out as:
1 N -0.868
2 C -0.078
3 C -0.084
4 O -0.716
5 C -0.536
6 S -0.036
7 H 0.352
8 H 0.351
9 H 0.202
10 H 0.180
11 H 0.164
12 H 0.478
13 H 0.249
14 H 0.217
15 H 0.126

---

10.
Computed, not measured: 2 unconnected molecules or ions with the total composition C3H9NOS at a distorted geometry, with ωB97M-V/def2-TZVPD.

- max |F| (eV Å⁻¹) = 1.163
- spin multiplicity = 1
- E_LUMO (Ha) = 0.0347
- SMILES = NC=O.CSC
- highest occupied orbital energy (eV) = -8.50
- energy relative to the best compared isomer or geometry (same formula, charge and spin) (kcal per mole) = 11.6
- orbital gap (Ha) = 0.347

Positions of all 15 atoms, in Å:
N1 -4.81 -2.75 1.79
C1 -4.68 -3.05 3.11
O1 -3.90 -3.85 3.54
H1 -5.45 -2.06 1.45
H2 -4.20 -3.28 1.18
H3 -5.38 -2.46 3.73
C2 1.81 1.61 -1.87
S1 2.89 3.06 -1.85
C3 4.49 2.31 -1.47
H4 2.38 0.72 -1.62
H5 1.28 1.45 -2.79
H6 1.10 1.72 -1.04
H7 4.84 1.67 -2.28
H8 5.17 3.15 -1.38
H9 4.45 1.78 -0.52

So, what does the natural (NBO) scheme give us? The charges, in e, come out as:
1 N -0.830
2 C 0.526
3 O -0.597
4 H 0.397
5 H 0.402
6 H 0.102
7 C -0.751
8 S 0.175
9 C -0.739
10 H 0.220
11 H 0.221
12 H 0.219
13 H 0.213
14 H 0.229
15 H 0.212

---

11.
Computed, not measured: 2 unconnected molecules or ions with the total composition C3H9NOS at a distorted geometry, with ωB97M-V/def2-TZVPD.

- max |F| (eV Å⁻¹) = 5.085
- spin multiplicity = 1
- E_LUMO (spin up / spin down) (Ha) = -0.0173 / 0.0097
- highest occupied orbital energy (spin up / spin down) (eV) = -7.88 / -8.17
- energy relative to the best compared isomer or geometry (same formula, charge and spin) (kcal per mole) = 129.7
- orbital gap (spin up / spin down) (Ha) = 0.272 / 0.310

Positions of all 15 atoms, in Å:
C1 -1.26 1.42 0.42
C2 -1.19 0.72 -0.76
C3 1.00 -1.67 0.41
N1 1.08 -0.48 -0.34
O1 0.24 -2.69 -0.27
S1 1.78 0.80 0.28
H1 -1.89 0.96 1.21
H2 -0.09 1.56 1.00
H3 -1.79 2.42 0.28
H4 -1.48 -0.28 -0.89
H5 -0.52 1.23 -1.43
H6 0.51 -1.45 1.37
H7 2.02 -2.08 0.57
H8 -0.06 -2.16 -0.99
H9 1.66 1.70 -0.85

So, what does the natural (NBO) scheme give us? The charges, in e, come out as:
1 C -0.704
2 C -0.251
3 C 0.048
4 N -0.703
5 O -0.706
6 S 0.414
7 H 0.213
8 H 0.184
9 H 0.235
10 H 0.188
11 H 0.170
12 H 0.150
13 H 0.172
14 H 0.470
15 H 0.119

---

12.
Computed, not measured: 2 unconnected molecules or ions with the total composition C3H9NS at a distorted geometry, with ωB97M-V/def2-TZVPD.

- max |F| (eV Å⁻¹) = 2.913
- spin multiplicity = 1
- E_LUMO (Ha) = -0.0539
- highest occupied orbital energy (eV) = -5.71
- energy relative to the best compared isomer or geometry (same formula, charge and spin) (kcal per mole) = 110.0
- orbital gap (Ha) = 0.156

Positions of all 14 atoms, in Å:
C1 3.13 -0.14 -2.23
S1 2.84 -0.89 -0.58
H1 4.26 -0.41 -2.37
H2 2.58 -0.48 -3.19
H3 3.17 1.03 -2.29
C2 -2.62 -0.17 1.98
C3 -0.54 0.28 0.49
N1 -1.82 0.39 0.77
H4 -2.39 0.19 3.06
H5 -2.55 -1.28 1.78
H6 -3.64 0.09 1.74
H7 0.26 -0.23 1.18
H8 -0.24 0.78 -0.46
H9 -2.44 0.86 0.12

So, what does the natural (NBO) scheme give us? The charges, in e, come out as:
1 C -0.780
2 S -0.578
3 H 0.202
4 H 0.190
5 H 0.177
6 C -0.438
7 C 0.053
8 N -0.481
9 H 0.253
10 H 0.239
11 H 0.219
12 H 0.283
13 H 0.244
14 H 0.416

---

Question: max |F| of number 8 (C3H9NOS)?
Answer: 4.935 eV Å⁻¹

---

Question: Look up the spin multiplicity of the fourth one.
Answer: 1

---

Question: Among the records above, which one has the lowest max |F|?
Answer: number 10